Record 1
ORCA calculation (ωB97M-V/def2-TZVPD) on a gas-phase ion, C3H5N3 (charge +2) at a distorted geometry.

```
11
C3H5N3, DFT ωB97M-V/def2-TZVPD
N -0.33 -2.40 -1.58
C -0.85 -1.50 -1.15
N -1.39 -0.56 -0.50
C -0.78 0.35 0.36
C 0.42 0.73 0.63
N 1.50 1.25 0.82
H -0.05 -3.38 -1.89
H -2.39 -0.24 -0.67
H -1.66 0.90 0.81
H 1.87 1.77 0.01
H 2.04 1.31 1.75
```

Summary:
HOMO energy in eV: -20.11
Spin multiplicity: 1
DFT total energy in hartree: -280.7709
Largest force on an atom in eV/A: 3.855
Gap between HOMO and LUMO in hartree: 0.365
Relative energy (zero: lowest compared OMol25 entry of this formula, charge and spin) in kcal/mol: 10.1
Molar mass in g/mol: 83.09
Charge: +2

***

Record 2
ORCA calculation (ωB97M-V/def2-TZVPD) on C3H5N3O in the gas phase.

```
12
C3H5N3O, DFT ωB97M-V/def2-TZVPD
O -0.84 -0.98 -1.35
C 0.26 -0.35 -1.91
C 0.44 0.29 -0.57
N -0.93 0.57 -0.24
N -0.93 0.47 1.04
C 0.38 0.07 1.58
N 1.22 0.08 0.41
H 0.34 -0.95 1.99
H 0.03 0.34 -2.73
H 1.09 -1.02 -2.17
H -1.76 0.71 1.56
H 0.70 0.77 2.37
```

Summary:
HOMO energy (spin up / spin down) in eV: -8.97 / -8.98
Spin multiplicity: 1
DFT total energy in hartree: -356.6735
Largest force on an atom in eV/A: 0.472
Gap between HOMO and LUMO (spin up / spin down) in hartree: 0.337 / 0.337
Relative energy (zero: lowest compared OMol25 entry of this formula, charge and spin) in kcal/mol: 115.4
Molar mass in g/mol: 99.09